Formula: C28H29Cl4N2O4RuSi
Source: OMol25
Level of theory: the ωB97M-V functional and the def2-TZVPD basis

The geometry in XYZ format:
```
69
Properties=species:S:1:pos:R:3:lowdin_spin:R:1
H -4.82 1.43 2.08 0.001
C -3.37 -4.22 1.84 0.000
H 3.06 0.28 5.10 -0.003
C 0.35 -1.54 0.71 0.014
C 3.91 0.51 -2.83 0.000
Cl 1.07 0.82 3.15 0.044
H -1.61 -0.13 -3.30 0.000
C 1.51 0.41 -2.50 0.014
C 3.38 1.48 1.88 0.111
Ru 0.58 1.01 0.43 2.616
C 0.45 -3.03 0.92 0.001
H -0.32 5.31 0.41 0.001
H -0.65 2.97 -3.47 -0.001
C 2.73 1.10 -2.43 0.010
C -2.98 -4.01 0.41 0.000
H -0.25 -3.28 -1.52 0.000
C 4.83 1.66 1.92 0.146
O 2.73 1.76 0.86 0.329
Cl 5.56 2.28 0.52 0.053
H -1.64 -0.76 -1.65 0.000
H 4.84 1.06 -2.77 0.000
C -1.26 3.51 1.05 0.020
H -4.94 -4.33 -0.39 0.000
O -0.79 -3.64 1.14 0.002
C 3.53 0.65 4.20 0.000
C -0.12 4.46 1.06 0.009
C -3.53 -3.89 -1.94 0.000
C 2.79 0.97 3.10 0.128
H 0.61 -1.47 -3.04 0.000
N -1.08 2.22 0.79 0.037
H -4.45 -4.34 1.92 0.000
C -1.66 -3.70 0.07 0.001
H 4.83 -1.25 -3.63 0.000
C 4.92 0.82 4.15 0.199
H 6.64 1.45 3.02 -0.003
H -2.50 0.73 -2.07 0.000
H -1.93 -3.45 -3.29 0.000
C -1.27 -3.50 -1.25 0.000
H -5.06 1.68 0.35 0.001
C -1.59 0.15 -2.24 -0.001
Si -0.07 1.19 -1.88 -0.012
H -2.35 0.63 0.77 0.001
C -4.68 2.14 1.26 0.002
H 0.65 3.52 -2.42 0.000
C -2.22 -3.60 -2.26 0.000
Cl -4.72 -4.00 -3.20 0.000
C 1.53 -0.90 -2.97 0.005
Cl 5.84 0.40 5.52 0.094
C -3.91 -4.10 -0.62 0.000
O -0.72 -0.91 0.85 0.096
H 2.75 2.12 -2.05 0.000
C 3.90 -0.79 -3.31 0.008
H -2.90 -5.12 2.24 0.000
C 2.71 -1.50 -3.39 0.002
C -2.62 3.75 1.26 0.005
H 1.01 -3.47 0.09 0.001
H -3.09 4.69 1.48 0.001
H 0.06 4.85 2.06 0.001
C 5.57 1.32 3.02 -0.020
H -1.03 3.49 -1.83 0.000
C -0.29 2.96 -2.44 -0.006
H 2.71 -2.51 -3.77 0.000
H -3.05 -3.39 2.46 0.000
H -5.29 3.02 1.47 0.000
H 1.05 -3.21 1.82 0.000
O 1.43 -0.92 0.41 0.071
N -2.30 1.63 0.83 0.006
H 0.80 3.98 0.71 0.005
C -3.26 2.53 1.12 0.013
```

Computed properties:
- orbital gap (alpha / beta) (eV) = 7.804 / 4.586
- net charge = +1
- spin multiplicity = 5